250
Properties=species:S:1:pos:R:3:forces:R:3 method="wB97M-V/def2-TZVPD" energy_ha=-10555.41559 mol_weight_g_mol=2121.215 spin_multiplicity=1
C 1.714 1.685 -0.304 -1.48 -0.76 1.26
C 0.141 1.628 -0.272 0.50 -0.41 -0.16
N -0.398 0.271 0.209 1.51 -2.51 -0.14
C -1.720 -0.026 0.446 -0.11 -1.59 1.18
C -1.839 -1.371 0.819 0.95 1.38 -1.32
N -0.581 -1.975 0.706 0.00 4.26 0.05
C 0.325 -0.936 0.375 -3.05 0.37 -0.01
C -0.296 -3.348 1.069 1.93 -0.73 -0.42
H 2.071 0.825 -0.870 0.11 0.46 -0.50
H 2.103 1.495 0.696 -0.03 0.11 0.29
H 2.093 2.654 -0.631 -0.22 -0.23 -0.47
H -0.229 1.880 -1.266 -0.04 -0.95 -0.38
H -0.394 2.397 0.285 0.47 -0.13 0.86
H -2.494 0.725 0.501 0.15 0.02 -0.31
H -2.735 -1.932 1.038 0.15 -0.08 0.04
H 1.382 -1.030 0.174 -0.03 -0.21 0.08
H -0.627 -3.733 2.034 -0.69 0.75 -0.06
H 0.790 -3.395 1.145 0.18 -0.16 -0.07
H -0.572 -4.046 0.278 -0.32 0.22 -0.01
N -3.316 -6.097 -0.492 -0.85 3.01 -2.81
S -3.882 -5.770 0.879 -3.31 -1.02 7.56
O -5.346 -5.976 0.995 2.74 1.38 -0.49
O -3.275 -4.739 1.751 -0.81 -2.04 -2.17
F -3.415 -7.167 1.558 0.70 0.09 0.17
S -4.114 -4.807 -1.274 1.35 1.23 -4.08
O -3.842 -3.469 -0.800 -0.47 -1.54 0.63
O -5.413 -5.120 -1.786 0.67 -0.10 0.60
F -3.159 -4.830 -2.574 -0.57 -0.50 0.73
C -1.188 3.729 -6.585 -1.84 1.17 3.00
O -2.351 3.959 -6.310 -2.51 -0.30 -0.29
N -0.299 3.614 -5.643 2.42 -0.55 2.25
N -0.683 3.720 -7.761 0.82 -0.24 -4.28
H 0.655 3.699 -5.963 0.36 -0.12 1.08
H -0.551 3.798 -4.682 0.30 -0.08 -0.42
H 0.314 3.570 -7.814 -0.37 -0.13 -0.91
H -1.379 3.681 -8.492 0.80 0.00 -0.39
C 3.628 4.138 -6.422 3.53 0.25 0.13
O 2.507 3.835 -6.200 -3.33 -0.91 0.85
N 4.679 4.149 -5.608 0.40 -0.25 4.15
N 4.128 4.407 -7.597 -0.80 0.80 -4.42
H 4.443 3.965 -4.643 0.46 -0.09 0.40
H 5.567 4.576 -5.831 -0.47 -0.23 0.16
H 5.079 4.737 -7.686 -0.62 -0.35 -0.71
H 3.482 4.157 -8.332 0.78 0.59 -0.62
C 5.053 -6.396 -0.528 -1.83 -0.37 1.65
O 4.563 -5.926 0.482 -0.20 1.03 1.62
N 6.254 -6.189 -0.964 4.73 1.51 -1.17
N 4.388 -7.251 -1.250 -1.33 -1.70 -1.91
H 6.478 -6.275 -1.945 -0.08 -0.12 0.32
H 6.919 -5.661 -0.417 -0.42 0.08 -0.03
H 4.917 -7.720 -1.972 -0.87 -0.34 0.11
H 3.456 -7.491 -0.945 -0.25 -0.24 -0.50
C 2.465 -0.369 3.644 -3.95 -1.08 0.09
O 2.970 -0.246 2.550 2.49 -0.46 -1.50
N 2.115 -1.530 4.270 0.99 -0.87 -0.06
N 1.709 0.613 4.144 -0.65 2.01 1.87
H 1.601 -1.539 5.140 0.34 0.35 -0.23
H 2.329 -2.438 3.883 0.43 -0.35 -0.20
H 0.820 0.293 4.501 -0.11 0.31 0.15
H 1.738 1.559 3.793 0.43 -1.02 -0.17
C 0.010 -7.140 -0.948 5.91 1.31 -2.64
O 1.184 -7.478 -0.957 2.09 -0.81 -0.05
N -0.847 -7.549 -0.157 -5.08 -3.17 5.03
N -0.480 -6.222 -1.734 -1.63 2.86 -2.38
H -0.632 -8.207 0.579 -0.29 0.13 -0.29
H -1.760 -7.160 -0.344 -0.29 -0.93 1.01
H 0.050 -5.619 -2.348 0.04 -0.32 0.27
H -1.373 -5.916 -1.374 0.13 0.84 -1.11
C 3.353 -2.833 -0.643 -1.20 -0.63 1.55
O 3.076 -1.857 -1.289 -0.32 3.54 -2.51
N 3.260 -4.037 -1.097 0.17 -3.11 -2.82
N 3.482 -2.828 0.649 0.71 1.15 3.41
H 3.286 -4.805 -0.442 0.21 -0.17 -0.66
H 3.170 -4.128 -2.099 -0.13 -0.51 0.31
H 3.248 -1.984 1.152 0.53 0.04 0.29
H 3.824 -3.621 1.172 -0.16 0.12 0.19
C -0.383 -9.030 3.344 -0.25 2.62 -0.11
O 0.179 -8.025 3.678 1.06 2.91 0.16
N -0.078 -10.124 3.889 1.51 -6.56 2.38
N -1.377 -9.090 2.482 -2.06 -0.13 -1.82
H 0.637 -10.201 4.599 -0.07 0.27 -0.38
H -0.435 -10.984 3.499 0.20 -0.02 0.39
H -1.890 -9.957 2.551 -0.45 0.43 -0.39
H -1.921 -8.242 2.418 -0.16 -0.05 -0.26
C 6.800 -0.669 2.409 -2.54 -1.84 1.89
O 6.650 -1.571 3.204 1.09 -1.47 1.08
N 5.780 -0.153 1.808 -4.39 2.14 -1.78
N 7.878 -0.048 2.075 5.18 1.36 -0.70
H 5.907 0.661 1.223 -0.12 -0.48 0.04
H 4.865 -0.218 2.231 -0.08 -0.48 -0.02
H 8.732 -0.583 2.148 0.11 0.56 -0.06
H 7.773 0.738 1.449 0.63 -0.61 0.19
C 2.021 -5.288 3.187 3.31 4.72 -0.25
O 2.677 -4.236 3.195 0.22 1.62 0.10
N 2.000 -6.002 2.114 -1.43 -2.66 -1.37
N 1.404 -5.698 4.234 -2.28 -2.08 3.20
H 2.527 -5.751 1.290 0.09 -0.70 0.42
H 1.584 -6.880 2.390 0.13 -0.69 -1.85
H 1.292 -5.175 5.090 0.42 0.06 -0.51
H 1.010 -6.626 4.177 -0.33 0.21 0.56
C 3.788 1.272 -2.905 0.72 2.48 1.40
O 3.944 2.478 -2.957 1.24 2.51 -0.55
N 2.796 0.681 -3.398 -5.24 -1.28 -3.72
N 4.424 0.434 -2.182 5.09 -2.33 3.20
H 2.742 -0.324 -3.307 -1.06 0.33 -0.54
H 2.189 1.337 -3.868 -0.73 -1.01 -0.31
H 3.995 -0.442 -1.921 0.22 -0.29 0.41
H 5.316 0.688 -1.783 -0.24 -0.08 0.31
C -3.038 0.721 -4.836 -0.27 0.25 -1.36
C -2.460 1.373 -3.641 0.05 -0.29 0.29
O -2.089 0.264 -2.868 2.08 -2.04 1.90
S -1.288 -0.886 -3.822 -1.32 1.64 0.33
O -1.450 -2.208 -3.237 0.28 2.64 -1.16
O 0.024 -0.400 -4.257 -2.22 -0.91 0.96
O -2.394 -0.556 -4.954 0.99 -1.36 -0.91
H -2.842 1.388 -5.675 0.06 -0.51 -0.48
H -4.112 0.546 -4.770 0.17 -0.19 0.13
H -3.279 1.901 -3.153 0.59 0.24 0.44
H -1.559 1.951 -3.845 -0.34 0.35 -0.07
C 4.826 -3.133 -5.279 -0.31 0.75 0.46
C 4.230 -1.762 -5.007 0.55 0.06 0.17
O 2.832 -1.935 -5.044 -2.37 -0.82 0.02
S 2.294 -3.505 -4.997 1.88 0.14 -3.51
O 1.975 -3.940 -6.359 0.02 1.14 2.50
O 1.390 -3.812 -3.933 1.36 0.62 -0.43
O 3.825 -4.034 -4.768 -0.05 -0.76 0.59
H 5.778 -3.246 -4.759 -0.32 -0.42 0.29
H 5.047 -3.178 -6.345 -0.57 -0.85 -0.11
H 4.570 -1.096 -5.800 -0.43 0.26 0.06
H 4.466 -1.324 -4.037 0.31 -0.23 -0.02
C -5.008 3.111 2.941 0.50 1.37 0.70
C -3.731 2.402 2.660 -0.48 -1.44 -0.04
O -3.400 2.922 1.390 0.61 1.03 -3.03
S -4.708 3.398 0.453 0.65 1.34 0.31
O -4.884 2.589 -0.784 0.40 1.58 3.73
O -4.691 4.873 0.282 0.11 -3.77 0.43
O -5.689 2.997 1.695 -1.27 -0.24 -2.11
H -4.801 4.175 3.053 0.02 0.18 0.38
H -5.596 2.776 3.795 -0.22 -0.37 -0.57
H -3.950 1.346 2.504 0.08 -0.20 0.23
H -2.884 2.459 3.343 -0.14 0.63 -0.13
C 2.501 4.040 2.299 0.40 1.99 0.68
C 2.453 5.311 3.163 1.36 -0.96 -0.22
O 1.128 5.316 3.600 -2.64 0.07 0.89
S 0.510 3.820 3.944 0.73 1.09 -1.46
O -0.763 3.648 3.278 1.90 0.34 0.29
O 0.532 3.500 5.343 0.82 0.29 -1.40
O 1.800 3.136 3.085 -2.28 -1.16 1.55
H 3.541 3.731 2.193 -0.31 -0.42 -0.35
H 1.942 4.267 1.391 0.35 -0.35 -0.37
H 2.787 6.161 2.569 -0.88 0.36 0.10
H 3.077 5.265 4.055 0.35 -0.24 -0.11
C -7.883 -3.477 -3.864 -0.64 -1.82 -0.13
C -8.478 -2.110 -3.557 0.41 -1.19 -0.19
O -7.371 -1.498 -2.936 2.23 1.35 -0.78
S -6.035 -1.765 -3.941 -0.62 1.24 -0.49
O -4.845 -1.769 -3.137 -1.51 -0.17 -0.65
O -6.067 -0.897 -5.130 -0.30 -1.73 2.41
O -6.575 -3.213 -4.328 1.91 1.05 -0.50
H -8.319 -4.035 -4.692 -0.54 0.35 0.02
H -7.752 -4.211 -3.069 -0.33 0.45 0.56
H -9.285 -2.059 -2.827 -0.11 -0.20 -0.45
H -8.674 -1.699 -4.547 -0.47 0.70 0.27
C -6.097 -0.079 0.073 -0.31 -1.34 -0.41
C -6.960 -1.417 0.238 -0.61 3.71 -2.81
O -6.891 -1.745 1.551 0.24 -0.25 3.60
S -5.997 -0.700 2.507 1.07 -1.83 -0.49
O -5.125 -1.540 3.346 -1.92 2.13 -2.07
O -6.712 0.400 3.133 0.62 -1.77 -1.23
O -5.214 -0.198 1.174 1.14 0.46 1.77
H -6.579 0.896 0.133 -0.55 -0.36 0.04
H -5.539 -0.132 -0.862 0.30 0.04 0.31
H -6.676 -2.126 -0.540 0.55 -0.63 0.90
H -7.956 -1.074 -0.042 -0.45 -0.38 0.23
C -2.372 6.074 -4.144 -2.30 1.36 -0.84
C -3.234 5.062 -3.393 -0.36 2.69 -0.60
O -2.298 4.212 -2.896 3.47 -2.58 2.05
S -0.936 4.993 -2.308 -0.17 -0.10 -0.45
O 0.305 4.231 -2.642 -3.66 1.95 0.67
O -1.140 5.414 -0.917 0.44 -0.72 -2.91
O -1.214 6.262 -3.366 1.78 -1.15 1.43
H -2.910 7.021 -4.170 0.08 0.30 0.52
H -2.291 5.887 -5.214 1.17 -0.85 0.29
H -3.953 4.596 -4.067 0.24 -0.35 0.29
H -3.676 5.594 -2.551 -0.68 -0.16 -0.02
C 2.025 7.284 -1.982 -1.49 1.16 -1.52
C 1.525 7.559 -0.541 0.53 -0.27 -0.02
C 2.624 8.499 -0.049 -0.74 0.52 1.70
O 3.606 8.565 -1.021 1.03 1.27 -0.55
C 2.934 8.478 -2.283 0.80 -1.40 0.42
H 1.251 7.392 -2.742 -0.58 -0.56 0.17
H 2.524 6.339 -2.195 0.07 0.04 0.58
H 1.408 6.653 0.053 0.13 -0.08 -0.08
H 0.608 8.134 -0.409 -0.32 -0.44 -0.74
H 3.001 8.346 0.963 0.86 -1.12 -0.20
H 2.164 9.450 0.219 -0.18 0.82 -1.00
H 3.646 8.292 -3.087 0.42 -0.42 0.35
H 2.452 9.377 -2.669 -0.56 0.38 0.90
C 7.617 3.174 -1.325 4.46 -1.25 -1.59
C 6.417 3.792 -0.959 -3.57 3.53 0.44
C 5.651 2.847 -0.098 1.16 -0.84 1.19
O 6.482 1.589 -0.169 -3.28 0.39 -0.23
C 7.765 1.983 -0.430 1.07 0.14 -0.49
H 8.438 3.855 -1.098 0.39 -0.12 -0.72
H 7.647 2.832 -2.360 0.07 0.21 -0.11
H 5.854 4.194 -1.801 -0.23 -0.38 -0.05
H 6.654 4.680 -0.372 -0.20 0.15 0.19
H 4.581 2.788 -0.299 0.29 -0.94 -0.34
H 5.803 3.163 0.934 -0.37 0.02 0.30
H 8.277 1.154 -0.917 0.21 -0.01 0.22
H 8.286 2.292 0.477 0.25 -0.08 0.36
C -1.726 8.198 3.369 0.54 -0.23 1.01
C -1.366 7.841 1.930 0.30 -0.06 0.99
C -2.635 7.084 1.485 1.24 0.95 0.70
O -3.639 7.656 2.283 -2.21 0.54 1.04
C -3.167 8.533 3.338 0.12 0.15 -1.95
H -1.123 9.001 3.791 0.15 -0.11 0.05
H -1.646 7.303 3.986 0.49 -0.10 0.13
H -0.441 7.279 2.059 -0.01 -0.30 -0.86
H -1.171 8.761 1.379 -0.09 -0.11 -0.30
H -2.583 6.032 1.762 0.17 -0.20 -0.65
H -2.865 7.302 0.442 -0.03 -0.58 -0.01
H -3.723 8.433 4.270 -0.07 -0.34 -0.22
H -3.232 9.558 2.972 -0.54 0.31 0.09
C -2.939 -6.423 5.003 0.52 0.39 -0.55
C -3.753 -5.837 6.127 -2.00 -0.47 -0.80
C -2.724 -5.173 7.016 -1.54 -0.35 0.93
O -1.716 -4.819 6.176 2.95 0.98 -2.07
C -1.931 -5.261 4.824 -0.94 -1.21 0.09
H -3.474 -6.587 4.068 -0.27 0.07 0.15
H -2.521 -7.383 5.304 0.60 0.08 -0.02
H -4.507 -6.526 6.508 0.58 -0.36 0.83
H -4.445 -5.161 5.624 0.29 0.93 0.22
H -2.323 -5.830 7.788 -0.15 -0.31 0.19
H -3.086 -4.270 7.508 -0.32 0.02 0.16
H -1.053 -5.575 4.260 0.40 0.16 0.72
H -2.401 -4.475 4.232 -0.21 0.19 0.05
C -2.773 -1.206 5.464 -1.91 0.31 0.64
C -3.054 0.369 5.782 0.49 -2.01 -0.05
C -1.704 0.917 5.508 1.36 -2.77 0.07
O -1.146 -0.028 4.484 1.87 2.35 -1.29
C -1.797 -1.285 4.313 -1.32 2.06 2.18
H -3.691 -1.704 5.153 -0.14 0.03 0.45
H -2.343 -1.778 6.286 -0.21 0.45 0.44
H -3.153 0.563 6.850 -1.07 -0.25 -0.07
H -3.864 0.736 5.152 -0.05 0.08 0.20
H -1.116 0.634 6.381 0.17 0.24 0.36
H -1.500 1.985 5.429 -0.23 -0.15 -1.27
H -1.140 -2.110 4.588 0.30 -0.02 -1.09
H -2.387 -1.282 3.396 0.72 -0.47 -0.35


19
Properties=species:S:1:pos:R:3:forces:R:3 method="wB97M-V/def2-TZVPD" relative_energy_kj_mol=123.6 mol_weight_g_mol=117.152 smiles="C[C@H](N)C(=O)NCN" spin_multiplicity=1
C -2.499 -0.466 -0.613 0.00 1.31 -1.00
C -1.140 -0.345 0.038 -0.06 0.83 -0.09
N -1.330 0.034 1.447 0.75 -1.04 0.81
C -0.368 0.875 -0.574 -0.68 -1.82 -0.41
O -0.957 1.688 -1.249 -0.10 0.54 -0.17
N 0.981 0.906 -0.466 -0.34 0.07 0.13
C 1.835 0.063 0.368 -1.00 -0.42 -0.11
N 3.150 0.072 -0.154 1.00 0.17 -1.20
H -2.462 -0.646 -1.695 0.32 -0.82 0.29
H -3.158 -1.150 -0.084 -0.04 0.01 -0.10
H -2.890 0.557 -0.689 -0.38 -0.25 0.78
H -0.580 -1.279 -0.099 0.13 0.13 0.04
H -1.838 -0.705 1.930 -0.60 0.09 -0.26
H -0.428 -0.116 1.905 0.09 0.60 -0.01
H 1.317 1.567 -1.140 0.99 0.42 0.26
H 1.797 0.389 1.409 0.40 0.22 0.01
H 1.328 -0.914 0.342 0.37 -0.12 0.18
H 3.258 -0.396 -1.044 -0.37 0.03 0.02
H 3.984 -0.134 0.367 -0.49 0.06 0.82


23
Properties=species:S:1:pos:R:3:forces:R:3 method="wB97M-V/def2-TZVPD" relative_energy_kj_mol=301.0 mol_weight_g_mol=130.191 spin_multiplicity=1
C 0.613 -2.181 0.445 0.21 0.34 0.09
N 1.033 -1.043 -0.341 -0.09 0.03 -0.55
C 1.588 0.201 0.338 -0.12 -0.81 -0.55
O 2.490 0.774 -0.328 -0.64 0.06 0.18
H 1.627 -1.257 -1.134 0.21 -0.07 0.35
H 1.787 -0.058 1.409 -0.33 0.27 0.04
H 0.742 -3.115 -0.107 0.00 0.09 0.03
H -0.446 -2.092 0.713 -0.07 -0.10 0.03
H 1.176 -2.244 1.385 0.04 -0.12 0.04
C -0.266 0.908 -2.058 0.09 -0.22 0.13
C -0.664 1.054 1.815 0.13 -0.18 -0.22
C -0.679 0.530 -0.672 -0.68 0.67 0.44
N -1.844 -0.132 -0.533 1.14 0.43 -0.10
C -0.002 1.133 0.451 0.08 -0.07 -0.05
H -2.305 -0.512 -1.345 0.04 -0.09 0.22
H -2.242 -0.256 0.384 -0.03 -0.09 -0.13
H 0.353 2.135 0.229 0.05 -0.06 -0.17
H 0.806 1.106 -2.069 0.02 -0.03 0.04
H -0.791 1.824 -2.345 0.01 -0.04 0.07
H -0.507 0.120 -2.774 -0.01 0.03 0.00
H -0.780 0.021 2.154 0.02 -0.05 0.03
H -0.039 1.559 2.550 -0.03 -0.02 0.01
H -1.650 1.528 1.834 -0.03 0.05 0.04


14
Properties=species:S:1:pos:R:3:forces:R:3 method="wB97M-V/def2-TZVPD" relative_energy_kj_mol=446.7 mol_weight_g_mol=82.126 charge=+1 spin_multiplicity=1
C -0.566 0.581 -0.001 -1.31 -4.56 -3.18
C 1.486 -0.614 0.166 -1.15 -0.68 0.56
C 0.410 -1.474 -0.534 2.02 0.15 0.26
C 0.714 0.617 0.398 2.23 0.51 3.32
C -1.721 1.481 0.089 -0.66 -1.35 -3.01
N -0.758 -0.841 -0.722 0.45 4.85 1.98
H 1.726 -1.089 1.121 -0.33 -0.01 0.52
H 2.526 -0.550 -0.206 -0.64 0.24 -0.59
H 0.971 -1.903 -1.346 -0.22 -0.21 -1.89
H 0.119 -2.510 -0.272 0.06 -0.14 0.93
H 1.137 1.311 1.236 -0.82 -0.54 -2.29
H -1.786 1.755 1.089 -0.74 1.08 1.56
H -2.619 0.967 -0.352 0.66 0.13 1.17
H -1.638 2.269 -0.666 0.45 0.54 0.66


18
Properties=species:S:1:pos:R:3:forces:R:3 method="wB97M-V/def2-TZVPD" relative_energy_kj_mol=542.7 mol_weight_g_mol=127.143 spin_multiplicity=1
C 1.858 0.891 1.394 -0.14 -0.21 0.21
C 1.710 -0.391 0.648 -0.73 -0.12 -1.85
C 0.657 -0.287 -0.834 2.12 -0.61 1.59
C 0.546 0.905 -1.431 -0.58 -0.27 0.14
O 2.276 -1.421 0.789 -0.48 0.56 -0.08
H 0.881 -1.174 -1.415 -0.12 -0.07 -0.07
H 2.544 1.546 0.857 -0.05 -0.06 -0.13
H 0.888 1.362 1.506 -0.09 0.13 -0.06
H 2.268 0.668 2.375 0.07 -0.01 0.07
H 0.267 1.785 -0.871 0.24 0.20 0.14
H 0.588 0.998 -2.505 -0.06 0.01 -0.15
C -0.773 -0.723 0.410 -4.98 -0.30 0.82
C -3.054 -0.669 -0.729 -0.34 1.30 1.44
N -1.976 -1.278 -0.748 3.47 0.16 -0.56
O -1.076 0.249 1.106 0.78 -0.79 -0.85
H -0.590 -1.715 0.854 1.34 0.23 -0.30
H -3.250 -0.011 0.149 -0.25 0.27 -0.72
H -3.766 -0.733 -1.556 -0.19 -0.44 0.36


18
Properties=species:S:1:pos:R:3:forces:R:3 method="wB97M-V/def2-TZVPD" relative_energy_kj_mol=1.0 mol_weight_g_mol=124.084 charge=+1 s_squared=2.0070 spin_multiplicity=3
C 0.125 2.113 -0.674 0.59 -0.27 -0.41
C -1.410 1.252 1.004 -0.66 1.08 -3.12
C -0.195 -0.331 -0.280 -1.39 -4.00 -0.19
N -0.435 0.908 0.037 1.55 4.12 -0.70
P -1.416 -1.566 0.323 2.34 0.80 -1.68
P 1.874 -2.724 -0.345 1.18 -1.05 0.51
H 0.825 2.042 -1.580 -1.53 -0.85 1.20
H -0.687 2.819 -0.842 -0.34 -0.31 -0.61
H 0.709 2.669 0.025 0.68 0.16 0.91
H -1.489 0.564 1.759 -0.23 -1.35 1.99
H -1.156 2.222 1.264 0.10 1.72 1.49
H -2.282 1.336 0.370 -1.20 0.08 0.61
H 1.966 -1.541 0.334 0.13 0.72 0.87
H 0.474 -0.543 -1.060 0.34 -0.36 -0.88
H -0.823 -2.786 -0.006 -0.33 -0.42 -0.58
H -1.125 -1.588 1.637 -0.29 -0.13 1.89
H 3.315 -2.832 -0.472 -0.82 -0.28 0.06
H 1.729 -2.013 -1.494 -0.13 0.33 -1.36


Please write out number 3 again, unchanged.
23
Properties=species:S:1:pos:R:3:forces:R:3 method="wB97M-V/def2-TZVPD" relative_energy_kj_mol=301.0 mol_weight_g_mol=130.191 spin_multiplicity=1
C 0.613 -2.181 0.445 0.21 0.34 0.09
N 1.033 -1.043 -0.341 -0.09 0.03 -0.55
C 1.588 0.201 0.338 -0.12 -0.81 -0.55
O 2.490 0.774 -0.328 -0.64 0.06 0.18
H 1.627 -1.257 -1.134 0.21 -0.07 0.35
H 1.787 -0.058 1.409 -0.33 0.27 0.04
H 0.742 -3.115 -0.107 0.00 0.09 0.03
H -0.446 -2.092 0.713 -0.07 -0.10 0.03
H 1.176 -2.244 1.385 0.04 -0.12 0.04
C -0.266 0.908 -2.058 0.09 -0.22 0.13
C -0.664 1.054 1.815 0.13 -0.18 -0.22
C -0.679 0.530 -0.672 -0.68 0.67 0.44
N -1.844 -0.132 -0.533 1.14 0.43 -0.10
C -0.002 1.133 0.451 0.08 -0.07 -0.05
H -2.305 -0.512 -1.345 0.04 -0.09 0.22
H -2.242 -0.256 0.384 -0.03 -0.09 -0.13
H 0.353 2.135 0.229 0.05 -0.06 -0.17
H 0.806 1.106 -2.069 0.02 -0.03 0.04
H -0.791 1.824 -2.345 0.01 -0.04 0.07
H -0.507 0.120 -2.774 -0.01 0.03 0.00
H -0.780 0.021 2.154 0.02 -0.05 0.03
H -0.039 1.559 2.550 -0.03 -0.02 0.01
H -1.650 1.528 1.834 -0.03 0.05 0.04